Computed, not measured: 2 unconnected molecules or ions with the total composition C8H10 in a non-equilibrium geometry, with ωB97M-V with the def2-TZVPD basis set.

Atoms and positions in Å:
C -1.10 -2.68 2.08
C -2.21 -3.19 1.51
C -0.42 2.03 -1.07
C 0.41 1.90 -2.18
C 1.70 1.32 -2.01
C 2.11 0.86 -0.77
C 1.03 0.82 0.25
C -0.10 1.56 0.10
H -0.25 -2.26 1.68
H -1.00 -2.43 3.23
H -2.16 -3.05 0.45
H -2.98 -3.66 1.96
H -1.38 2.55 -1.01
H 0.32 2.23 -3.16
H 2.35 1.13 -2.81
H 3.11 0.56 -0.33
H 1.36 0.48 1.11
H -0.81 1.83 0.97

- Spin multiplicity: 1
- Structure (SMILES): c1ccccc1.C=C
- ΔE to the lowest compared entry with this formula, charge and spin: 3.301 eV
- HOMO-LUMO gap: 10.1 eV
- HOMO energy: -9.11 eV
- Total charge: 0

These are the Mulliken partial charges, in e, on atoms 1 to 6:
1. C -0.441
2. C -0.455
3. C -0.194
4. C -0.466
5. C -0.358
6. C -0.299



Computed, not measured: a single C8H10 molecule in a non-equilibrium geometry, with ωB97M-V with the def2-TZVPD basis set.

Atoms and positions in Å:
C -0.72 -1.04 1.69
C -0.42 -0.09 0.79
C -0.69 1.33 1.15
C -0.43 2.07 0.12
C 0.34 1.35 -1.00
C 0.17 -0.08 -0.48
C 1.32 -1.25 -0.51
C 0.08 -1.36 -1.24
H -1.20 -0.83 2.64
H -0.71 -2.17 1.45
H -1.03 1.48 2.21
H -0.76 3.08 -0.05
H 1.30 1.77 -1.19
H -0.12 1.52 -1.97
H 2.22 -0.63 -0.92
H 1.41 -1.75 0.50
H 0.02 -1.31 -2.31
H -0.79 -2.09 -0.88

- Spin multiplicity: 1
- Structure (SMILES): C=C1C=CCC12CC2
- ΔE to the lowest compared entry with this formula, charge and spin: 3.459 eV
- HOMO-LUMO gap: 9.1 eV
- HOMO energy: -7.94 eV
- Total charge: 0

These are the Mulliken partial charges, in e, on atoms 1 to 6:
1. C -1.231
2. C 0.950
3. C -0.629
4. C -0.596
5. C -0.621
6. C 0.637



Computed, not measured: a molecular structure, C8H10 in a non-equilibrium geometry, with ωB97M-V with the def2-TZVPD basis set.

Atoms and positions in Å:
C -0.50 -1.79 0.07
C -1.13 -0.63 0.17
C 0.88 -1.47 -0.02
C 1.45 -0.26 0.11
C 2.25 -1.42 -0.51
C -0.33 0.59 0.20
C -0.60 1.40 1.46
C -0.54 1.29 -1.09
H -1.02 -2.73 -0.08
H -2.21 -0.56 0.24
H 3.06 -1.80 0.14
H 2.46 -1.79 -1.58
H -0.16 0.80 2.26
H -1.70 1.53 1.55
H -0.07 2.42 1.54
H -0.45 2.28 -1.01
H -1.56 1.12 -1.53
H 0.18 1.03 -1.93

- Spin multiplicity: 1
- ΔE to the lowest compared entry with this formula, charge and spin: 6.528 eV
- HOMO-LUMO gap: 8.8 eV
- HOMO energy: -8.07 eV
- Total charge: 0

These are the Mulliken partial charges, in e, on atoms 1 to 6:
1. C -0.693
2. C -0.466
3. C 0.449
4. C -0.780
5. C -0.293
6. C 1.379



Computed, not measured: a single C8H10 molecule in a non-equilibrium geometry, with ωB97M-V with the def2-TZVPD basis set.

Atoms and positions in Å:
C -0.47 2.14 -1.66
C -0.99 1.70 -0.31
C 0.47 0.35 1.20
C -0.42 0.37 0.12
C -0.65 -0.79 -0.64
C 0.03 -1.95 -0.30
C 1.06 -1.88 0.62
C 1.20 -0.80 1.50
H -0.28 1.33 -2.38
H 0.48 2.67 -1.65
H -1.09 2.89 -2.16
H -0.74 2.41 0.49
H -2.08 1.85 -0.24
H 0.59 1.28 1.73
H -1.39 -0.60 -1.41
H -0.33 -2.90 -0.68
H 1.71 -2.73 0.83
H 1.92 -0.87 2.30

- Spin multiplicity: 1
- Structure (SMILES): CCc1ccccc1
- ΔE to the lowest compared entry with this formula, charge and spin: 0.592 eV
- HOMO-LUMO gap: 10.0 eV
- HOMO energy: -8.94 eV
- Total charge: 0

These are the Mulliken partial charges, in e, on atoms 1 to 6:
1. C -1.092
2. C -0.851
3. C -0.426
4. C 0.822
5. C -0.363
6. C -0.517



Computed, not measured: 2 unconnected molecules or ions with the total composition C8H10BNO9S in a non-equilibrium geometry, with ωB97M-V with the def2-TZVPD basis set.

Atoms and positions in Å:
N 1.82 1.31 -1.54
C 1.08 0.47 -2.03
C -0.31 0.81 -2.54
S -1.38 0.70 -1.10
C -2.93 1.55 -1.42
C -4.04 0.54 -1.72
O -3.73 -0.71 -1.17
H 1.41 2.25 -1.53
H 1.44 -0.54 -2.09
H -0.27 1.79 -2.97
H -0.62 0.10 -3.30
H -0.76 1.49 -0.20
H -3.16 2.09 -0.53
H -2.86 2.26 -2.23
H -4.15 0.49 -2.79
H -4.97 0.92 -1.34
H -3.98 -1.41 -1.79
B 2.13 -1.09 2.34
O 2.39 0.36 2.43
C 3.08 0.75 1.36
O 3.42 1.87 1.11
C 3.31 -0.48 0.49
O 3.87 -0.50 -0.57
O 2.76 -1.53 1.08
O 2.67 -1.82 3.51
C 1.67 -2.45 4.12
O 1.77 -3.12 5.10
C 0.38 -2.15 3.36
O -0.71 -2.55 3.63
O 0.68 -1.36 2.33

- Spin multiplicity: 1
- HOMO-LUMO gap: 7.8 eV
- HOMO energy: -9.10 eV
- Total charge: 0

These are the Mulliken partial charges, in e, on atoms 1 to 6:
1. N -0.383
2. C -0.257
3. C -0.661
4. S 0.296
5. C -0.602
6. C -0.458



Computed, not measured: 2 unconnected molecules or ions with the total composition C8H10BrNO2 in a non-equilibrium geometry, with ωB97M-V with the def2-TZVPD basis set.

Atoms and positions in Å:
C 0.94 2.22 0.44
C 0.01 1.18 0.57
C -1.15 1.68 0.07
C 0.27 3.30 -0.15
C -3.12 0.25 0.87
C 0.36 -1.11 -1.55
C 0.14 -0.26 0.80
C 0.98 -1.01 -0.22
N -3.12 0.27 2.12
O -1.05 2.94 -0.33
O 0.66 4.53 -0.60
Br -4.31 -0.35 -0.47
H 1.92 2.15 0.94
H -0.68 -1.53 -1.56
H 0.37 -0.09 -1.79
H 0.99 -1.67 -2.26
H 0.54 -0.44 1.77
H -0.86 -0.66 0.73
H 1.89 -0.48 -0.34
H 1.27 -2.02 0.12
H -3.43 -0.51 2.68
H 0.01 5.10 -0.98

- Spin multiplicity: 1
- ΔE to the lowest compared entry with this formula, charge and spin: 4.107 eV
- HOMO-LUMO gap (spin up / spin down): 6.5 / 6.5 eV
- HOMO energy (spin up / spin down): -7.68 / -7.68 eV
- Total charge: 0

These are the Mulliken partial charges, in e, on atoms 1 to 6:
1. C -0.673
2. C 0.735
3. C -0.086
4. C 0.160
5. C 0.126
6. C -1.030



Computed, not measured: a molecular structure, C8H10Cl4F2O6 in a non-equilibrium geometry, with ωB97M-V with the def2-TZVPD basis set.

Atoms and positions in Å:
C 1.44 -0.33 1.20
C 2.66 -0.53 0.29
O 3.69 -0.79 1.26
C 3.10 -1.27 2.36
O 3.74 -1.53 3.37
O 1.78 -1.28 2.23
F 2.93 0.60 -0.36
H 0.42 -0.59 0.91
H 1.22 0.64 1.63
H 2.57 -1.25 -0.52
C -1.99 -0.40 -2.71
C -1.77 -1.18 -1.48
O -2.72 -0.65 -0.60
C -3.26 0.52 -1.07
O -3.94 1.29 -0.42
O -2.83 0.67 -2.34
F -0.51 -1.03 -1.00
H -2.45 -1.03 -3.47
H -1.04 -0.08 -3.14
H -1.99 -2.22 -1.72
C -0.42 0.66 2.29
Cl 0.53 2.07 1.67
Cl -1.31 -0.20 1.02
H 0.28 0.01 2.80
H -1.07 1.01 3.10
C 0.15 1.20 -1.09
Cl -0.76 2.68 -0.63
Cl 1.79 1.50 -1.56
H 0.12 0.76 -0.09
H -0.38 0.74 -1.92

- Spin multiplicity: 1
- ΔE to the lowest compared entry with this formula, charge and spin: 9.410 eV
- HOMO-LUMO gap: 9.3 eV
- HOMO energy: -9.16 eV
- Total charge: 0

These are the Mulliken partial charges, in e, on atoms 1 to 6:
1. C -0.520
2. C 0.363
3. O -0.345
4. C 0.552
5. O -0.581
6. O -0.410



Computed, not measured: a molecular structure, C8H10ClIN2OS in a non-equilibrium geometry, with ωB97M-V with the def2-TZVPD basis set.

Atoms and positions in Å:
C 1.01 -0.66 -0.80
C 1.20 0.17 1.46
C 2.33 -0.38 -0.94
C 2.56 0.37 1.27
C 0.40 -0.48 0.46
C 3.15 0.11 0.04
C -1.64 -0.25 1.86
C -1.20 1.11 -1.88
N -3.37 -0.80 -0.58
N -0.96 -0.74 0.58
O -1.50 -2.09 -1.40
S -1.88 -0.83 -0.81
Cl -2.14 2.23 -1.03
I 5.27 0.40 -0.22
H 0.56 -0.86 -1.70
H 0.93 0.59 2.38
H 2.72 -0.60 -1.95
H 3.11 0.71 2.16
H -1.32 0.77 2.07
H -2.64 -0.16 1.46
H -1.46 -1.02 2.57
H -0.04 1.24 -1.86
H -1.48 0.95 -2.96
H -3.60 0.20 -0.18

- Spin multiplicity: 3
- HOMO-LUMO gap (spin up / spin down): 3.6 / 6.0 eV
- HOMO energy (spin up / spin down): -4.25 / -9.20 eV
- Total charge: 0

These are the Mulliken partial charges, in e, on atoms 1 to 6:
1. C -0.727
2. C -0.569
3. C -0.739
4. C -0.773
5. C 1.006
6. C -0.046



Computed, not measured: a molecular structure, C8H10CoF6N4O16 in a non-equilibrium geometry, with ωB97M-V with the def2-TZVPD basis set.

Atoms and positions in Å:
Co -0.96 -0.89 0.18
N -3.01 -1.10 -2.34
O -2.24 -1.04 -1.39
O -2.69 -1.90 -3.21
O -4.10 -0.51 -2.36
N 0.01 -3.84 -0.85
O 0.64 -4.76 -0.43
O -0.38 -2.94 -0.07
O -0.33 -3.77 -2.08
N 0.77 -0.34 -2.63
O 0.61 -0.53 -1.42
O 1.53 0.52 -2.99
O 0.36 -1.22 -3.39
N -2.10 -1.04 2.45
O -2.61 -1.17 3.52
O -2.62 -1.38 1.43
O -0.99 -0.61 2.24
C 5.19 0.22 -0.03
C 3.77 0.03 0.39
O 3.62 -1.06 1.23
C 2.43 -1.47 1.67
O 1.37 -1.09 1.21
C 2.46 -2.63 2.69
F 1.64 -2.31 3.69
F 2.08 -3.77 2.06
F 3.66 -2.76 3.16
H 5.73 -0.01 0.89
H 5.54 1.10 -0.57
H 5.48 -0.60 -0.69
H 3.12 -0.19 -0.46
H 3.39 0.95 0.84
C -2.89 3.40 -2.20
C -3.46 2.63 -1.04
O -2.73 2.97 0.16
C -1.68 2.23 0.65
O -1.30 1.27 0.06
C -1.01 2.89 1.95
F -1.52 4.07 2.28
F -1.12 2.16 3.05
F 0.32 3.15 1.76
H -1.85 3.11 -2.27
H -2.77 4.43 -1.87
H -3.45 3.40 -3.14
H -3.39 1.57 -1.30
H -4.52 2.83 -0.86

- Spin multiplicity: 4
- ΔE to the lowest compared entry with this formula, charge and spin: 2.699 eV
- HOMO-LUMO gap (spin up / spin down): 6.8 / 6.8 eV
- HOMO energy (spin up / spin down): -2.25 / -2.25 eV
- Total charge: -2

These are the Mulliken partial charges, in e, on atoms 1 to 6:
1. Co 2.080
2. N 0.603
3. O -0.353
4. O -0.566
5. O -0.731
6. N 0.731



The highest spin multiplicity belongs to which entry? C8H10CoF6N4O16



Number 1 is which compound? C8H10



spin multiplicity of number 8 (C8H10ClIN2OS)? 3



spin multiplicity of number 8 (C8H10ClIN2OS)? 3